# 1
{"formula": "CBrClFI", "method": "the ωB97M-V functional and the def2-TZVPD basis", "charge": 0, "orbital_gap_ev": [10.0, 5.2], "lumo_ev": [-0.3683, -3.3186], "homo_energy_ev": [-10.356, -8.493], "species": ["C", "F", "Cl", "Br", "I"], "xyz": [[-0.412, -0.975, -0.178], [-1.500, -1.735, -0.177], [0.972, -1.671, -0.852], [-0.736, 0.842, -0.242], [1.676, 3.538, 1.449]], "lowdin_charge": [-1.285, -0.072, 0.652, 0.691, 0.014]}

=====

# 2
{"formula": "C30H30Cl15N5", "method": "the ωB97M-V functional and the def2-TZVPD basis", "charge": 0, "orbital_gap_ev": 8.2, "lumo_ev": -0.2232, "homo_energy_ev": -8.412, "species": ["N", "C", "C", "C", "C", "C", "H", "H", "H", "H", "H", "N", "C", "C", "C", "C", "C", "H", "H", "H", "H", "H", "N", "C", "C", "C", "C", "C", "H", "H", "H", "H", "H", "N", "C", "C", "C", "C", "C", "H", "H", "H", "H", "H", "N", "C", "C", "C", "C", "C", "H", "H", "H", "H", "H", "C", "Cl", "Cl", "Cl", "H", "C", "Cl", "Cl", "Cl", "H", "C", "Cl", "Cl", "Cl", "H", "C", "Cl", "Cl", "Cl", "H", "C", "Cl", "Cl", "Cl", "H"], "xyz": [[0.906, 0.579, -3.095], [1.432, -0.282, -4.031], [0.708, -0.731, -5.203], [-0.586, -0.299, -5.334], [-1.145, 0.520, -4.412], [-0.373, 0.946, -3.341], [2.388, -0.743, -3.828], [1.027, -1.479, -5.913], [-1.134, -0.725, -6.161], [-2.190, 0.790, -4.425], [-0.978, 1.526, -2.659], [2.017, 3.737, -0.498], [3.010, 4.539, 0.001], [3.691, 4.312, 1.192], [3.410, 3.224, 1.999], [2.441, 2.319, 1.535], [1.742, 2.674, 0.362], [3.444, 5.205, -0.731], [4.536, 4.956, 1.387], [3.988, 2.956, 2.871], [2.036, 1.481, 2.084], [1.072, 1.860, 0.127], [-1.986, -4.189, 2.868], [-1.467, -3.333, 1.922], [-1.729, -1.977, 1.774], [-2.617, -1.438, 2.744], [-3.063, -2.259, 3.804], [-2.728, -3.649, 3.895], [-0.866, -3.787, 1.148], [-1.321, -1.356, 0.991], [-2.979, -0.422, 2.709], [-3.662, -1.869, 4.613], [-2.961, -4.224, 4.780], [-4.084, 3.092, 2.681], [-2.961, 2.368, 2.315], [-2.994, 1.487, 1.241], [-4.068, 1.355, 0.466], [-5.306, 1.954, 0.912], [-5.187, 2.835, 1.980], [-2.057, 2.530, 2.883], [-2.163, 0.906, 0.869], [-4.022, 0.673, -0.370], [-6.242, 1.852, 0.383], [-6.114, 3.274, 2.320], [-0.019, -0.496, 1.518], [-0.464, 0.437, 0.701], [0.162, 0.773, -0.563], [1.296, 0.029, -0.923], [1.826, -0.958, -0.013], [1.117, -1.153, 1.157], [-1.161, 1.101, 1.190], [-0.198, 1.585, -1.178], [1.798, 0.228, -1.859], [2.631, -1.613, -0.308], [1.380, -2.007, 1.763], [-0.954, -1.335, -1.655], [-0.750, -2.725, -0.594], [-2.198, -0.243, -1.001], [-1.607, -1.887, -3.211], [-0.011, -0.836, -1.879], [3.548, -3.374, 0.224], [2.444, -4.586, -0.491], [5.186, -3.989, 0.491], [2.705, -2.841, 1.697], [3.671, -2.550, -0.479], [3.894, -0.018, -1.819], [3.144, -1.635, -1.876], [3.300, 0.926, -3.186], [5.715, -0.276, -1.836], [3.586, 0.449, -0.883], [-0.683, 3.303, -1.586], [-1.855, 2.085, -1.337], [-1.237, 5.008, -1.045], [-0.344, 3.426, -3.377], [0.214, 3.117, -0.995], [0.538, -4.224, 2.937], [0.982, -4.685, 1.283], [0.974, -2.517, 3.220], [1.034, -5.302, 4.250], [-0.531, -4.399, 2.813]], "lowdin_charge": [-0.142, -0.247, -0.039, -0.173, -0.172, -0.395, -0.015, 0.106, 0.114, 0.120, -0.128, 0.081, -0.120, -0.079, -0.057, -0.028, -0.125, 0.106, 0.102, 0.106, 0.102, 0.021, 0.027, -0.332, -0.175, -0.012, -0.046, -0.072, -0.062, -0.021, 0.085, 0.091, 0.103, 0.072, -0.078, -0.255, -0.148, -0.015, -0.175, 0.113, -0.041, 0.027, 0.099, 0.099, 0.017, -0.267, -0.274, -0.194, -0.196, -0.351, 0.066, -0.047, -0.029, -0.099, -0.275, -1.223, 0.809, 0.771, 0.702, 0.000, -1.389, 0.500, 0.575, 0.611, -0.151, -1.211, 0.787, 0.801, 0.532, 0.041, -1.239, 0.754, 0.493, 0.690, -0.026, -1.338, 0.512, 0.738, 0.582, -0.097]}

=====

# 3
{"formula": "C4H9N3", "method": "the ωB97M-V functional and the def2-TZVPD basis", "charge": 0, "orbital_gap_ev": [9.2, 7.3], "lumo_ev": [-0.0708, -0.2037], "homo_energy_ev": [-9.273, -7.520], "species": ["C", "C", "C", "C", "N", "N", "N", "H", "H", "H", "H", "H", "H", "H", "H", "H"], "xyz": [[0.362, 1.349, -0.660], [1.657, -0.820, -0.494], [-1.111, 0.709, 1.673], [0.539, 0.136, -0.039], [0.223, 2.358, -1.171], [-1.130, -0.847, -1.476], [0.053, -0.084, 1.224], [1.463, -0.852, -1.622], [2.654, -0.456, -0.108], [1.532, -1.749, -0.039], [-1.934, 0.583, 0.984], [-1.470, 0.340, 2.664], [-0.830, 1.691, 1.844], [-1.440, -0.061, -1.960], [-0.562, -1.214, -2.320], [-0.007, -1.083, 1.500]], "lowdin_charge": [-0.260, -0.035, -0.066, -0.369, 0.185, 0.009, -0.020, 0.097, 0.103, 0.044, 0.082, 0.099, 0.056, -0.081, 0.006, 0.150]}

=====

# 4
{"formula": "C5H10N", "method": "the ωB97M-V functional and the def2-TZVPD basis", "charge": 1, "smiles": "C=[NH+]/C=C/CC", "orbital_gap_ev": 9.0, "lumo_ev": -5.2318, "homo_energy_ev": -14.217, "species": ["C", "N", "C", "C", "C", "C", "H", "H", "H", "H", "H", "H", "H", "H", "H", "H"], "xyz": [[2.949, 1.085, 1.156], [2.134, 0.603, 0.312], [0.714, 0.589, 0.440], [-0.045, -0.139, -0.374], [-1.523, -0.165, -0.211], [-2.400, -1.174, -0.962], [2.555, 1.555, 2.051], [4.023, 1.013, 1.082], [2.472, 0.091, -0.503], [0.304, 1.074, 1.307], [0.369, -0.806, -1.119], [-1.895, -0.186, 0.815], [-1.795, 0.862, -0.505], [-3.219, -1.487, -0.324], [-1.865, -2.088, -1.243], [-2.779, -0.827, -1.922]], "lowdin_charge": [0.176, 0.048, -0.075, -0.028, -0.234, -0.085, 0.127, 0.125, 0.187, 0.140, 0.132, 0.123, 0.132, 0.077, 0.077, 0.079]}

=====

| no. | E (eV) |
| --- | --- |
| 1 | -94417.305 |
| 2 | -226852.487 |
| 3 | -8760.586 |
| 4 | -6829.069 |